P) Computed, not measured: a gas-phase ion, C7H12N (charge +1), with wB97M-V/def2-TZVPD.

As for the charge: +1. The calculation puts the HOMO energy (spin up / spin down) at -11.88 / -14.20 eV.

Last columns: bonded neighbours and bond lengths (Å).
CARTESIAN COORDINATES (ANGSTROEM)
1 C 1.375 1.071 0.077  C2 1.386, C4 1.443, H9 1.058
2 C 0.092 1.558 -0.114  C1 1.386, N8 1.453, H10 1.091
3 C -1.054 -0.294 1.073  C5 1.461, N8 1.419, H11 1.030, H12 1.222
4 C 1.792 -0.287 -0.183  C1 1.443, C6 1.417, H13 1.098
5 C -1.547 -0.375 -0.300  C3 1.461, C7 1.476, N8 1.430
6 C 3.170 -0.614 -0.235  C4 1.417, H14 1.133, H15 1.124, H16 1.062
7 C -2.950 -0.579 -0.711  C5 1.476, H17 1.095, H18 1.151, H19 1.102
8 N -1.131 0.871 0.265  C2 1.453, C3 1.419, C5 1.430, H20 1.107
9 H 2.126 1.813 0.011  C1 1.058
10 H -0.058 2.635 -0.211  C2 1.091
11 H -1.554 -0.371 1.970  C3 1.030
12 H 0.122 -0.539 1.296  C3 1.222
13 H 0.968 -0.958 -0.462  C4 1.098
14 H 3.832 0.248 -0.556  C6 1.133
15 H 3.286 -1.319 -1.103  C6 1.124
16 H 3.567 -1.019 0.663  C6 1.062
17 H -3.006 -0.240 -1.751  C7 1.095
18 H -3.710 0.141 -0.233  C7 1.151
19 H -3.231 -1.644 -0.673  C7 1.102
20 H -1.991 1.564 0.345  N8 1.107



Q) Computed, not measured: a gas-phase ion, C7H12N (charge +1), with wB97M-V/def2-TZVPD.

Its structure (SMILES) is C=[N+]1C=C[C@]1(C)CC. As for the charge: +1. The calculation puts the HOMO energy (spin up / spin down) at -13.72 / -13.68 eV.

Last columns: bonded neighbours and bond lengths (Å).
CARTESIAN COORDINATES (ANGSTROEM)
1 C -1.128 -1.154 -1.889  N2 1.280, H9 1.078, H10 1.080
2 N -0.327 -0.239 -1.486  C1 1.280, C3 1.361, C5 1.509
3 C 0.561 0.556 -2.142  N2 1.361, C4 1.702, H11 1.065
4 C 0.938 1.236 -0.628  C3 1.702, C5 1.498, H12 1.065
5 C -0.079 0.277 -0.090  N2 1.509, C4 1.498, C6 1.523, C7 1.540
6 C -1.315 0.935 0.511  C5 1.523, H13 1.087, H14 1.088, H15 1.086
7 C 0.496 -0.834 0.809  C5 1.540, C8 1.525, H16 1.091, H17 1.092
8 C 1.189 -0.281 2.050  C7 1.525, H18 1.087, H19 1.086, H20 1.087
9 H -1.760 -1.671 -1.185  C1 1.078
10 H -1.179 -1.419 -2.935  C1 1.080
11 H 0.872 0.656 -3.155  C3 1.065
12 H 1.593 2.009 -0.300  C4 1.065
13 H -2.024 0.185 0.853  C6 1.087
14 H -1.803 1.586 -0.211  C6 1.088
15 H -1.017 1.540 1.362  C6 1.086
16 H -0.321 -1.491 1.113  C7 1.091
17 H 1.213 -1.419 0.229  C7 1.092
18 H 2.080 0.279 1.781  C8 1.087
19 H 1.485 -1.109 2.688  C8 1.086
20 H 0.526 0.358 2.627  C8 1.087



Relative energies in kcal/mol: P) 54.7; Q) 0.0



P) Computed, not measured: a gas-phase ion, C7H12N (charge +1), with wB97M-V/def2-TZVPD.

Its structure (SMILES) is C=CC1=C(C)[N@H+](C)C1. As for the charge: +1. The calculation puts the HOMO energy at -13.05 eV.

Last columns: bonded neighbours and bond lengths (Å).
CARTESIAN COORDINATES (ANGSTROEM)
1 C 3.010 -0.114 -0.471  C2 1.347, H9 1.029, H10 1.049
2 C 2.195 0.885 -0.078  C1 1.347, C3 1.473, H11 1.035
3 C 0.790 0.666 0.305  C2 1.473, C4 1.363, C8 1.539
4 C -0.020 -0.429 0.366  C3 1.363, C5 1.463, N6 1.492
5 C -0.208 -1.879 0.312  C4 1.463, H12 1.142, H13 1.018, H14 1.052
6 N -1.268 0.386 0.453  C4 1.492, C7 1.587, C8 1.530, H15 1.019
7 C -2.246 0.050 -0.751  N6 1.587, H16 1.152, H17 1.055, H18 1.052
8 C -0.396 1.641 0.396  C3 1.539, N6 1.530, H19 1.015, H20 1.060
9 H 2.816 -1.124 -0.480  C1 1.029
10 H 4.036 0.078 -0.580  C1 1.049
11 H 2.538 1.829 0.171  C2 1.035
12 H -1.274 -2.094 0.662  C5 1.142
13 H 0.416 -2.432 0.896  C5 1.018
14 H -0.178 -2.209 -0.687  C5 1.052
15 H -1.725 0.338 1.362  N6 1.019
16 H -3.078 -0.521 -0.198  C7 1.152
17 H -2.602 0.966 -1.136  C7 1.055
18 H -1.697 -0.553 -1.416  C7 1.052
19 H -0.516 2.177 1.250  C8 1.015
20 H -0.592 2.339 -0.377  C8 1.060



Q) Computed, not measured: a gas-phase ion, C7H12N (charge +1), with wB97M-V/def2-TZVPD.

As for the charge: +1. The calculation puts the HOMO energy (spin up / spin down) at -14.17 / -14.17 eV.

Last columns: bonded neighbours and bond lengths (Å).
CARTESIAN COORDINATES (ANGSTROEM)
1 C 3.930 0.408 0.111  N8 1.431, H9 1.090, H11 1.096, H20 1.202
2 C 1.975 -0.896 0.013  C4 1.811, N8 1.205, H10 1.078
3 C -0.708 0.203 0.157  C4 1.425, C7 1.324
4 C 0.697 0.388 0.008  C2 1.811, C3 1.425, H12 1.145, H13 1.036
5 C -2.915 1.160 -0.075  C7 1.518, H14 1.156, H15 1.047, H16 1.183
6 C -2.581 -1.386 -0.005  C7 1.461, H17 1.076, H18 0.987, H19 1.031
7 C -1.998 -0.047 -0.003  C3 1.324, C5 1.518, C6 1.461
8 N 3.176 -0.806 0.048  C1 1.431, C2 1.205
9 H 4.833 0.109 0.642  C1 1.090
10 H 1.621 -1.890 -0.207  C2 1.078
11 H 3.495 1.304 0.570  C1 1.096
12 H 1.218 0.927 0.873  C4 1.145
13 H 1.070 0.580 -0.940  C4 1.036
14 H -2.290 2.127 0.035  C5 1.156
15 H -3.571 0.955 -0.865  C5 1.047
16 H -3.649 1.021 0.843  C5 1.183
17 H -3.352 -1.569 0.723  C6 1.076
18 H -1.923 -2.119 -0.069  C6 0.987
19 H -3.116 -1.372 -0.886  C6 1.031
20 H 4.091 0.905 -0.972  C1 1.202



Relative energies in kcal/mol: P) 0.0; Q) 68.3